1.
C50H76BN5O6P3SSi | ωB97M-V/def2-TZVPD

Results
largest force on an atom = 0.0792 Eh/bohr
net charge = +1
DFT total energy = -4412.363364 Eh
frontier orbital gap = 7.64 eV
LUMO level = -3.32 eV

XYZ file:
```
143
Properties=species:S:1:pos:R:3:forces:R:3:mulliken_charge:R:1
P 2.56019 -2.39215 0.73995 0.8 0.3 0.1 0.3579
N 1.05563 -1.50974 1.01645 1.4 -0.7 -0.4 0.7907
C -2.54439 -0.94638 3.27810 -0.1 -0.1 -0.6 -1.5257
C -1.26381 -4.66241 -0.87579 0.2 -0.1 -0.2 1.1052
C 1.20616 3.21499 -1.64262 0.2 0.1 -0.1 -0.0707
H -1.21050 3.14976 0.59346 0.1 0.1 0.0 0.2064
H -2.25798 -1.53443 -4.08883 -0.1 0.2 0.6 0.1153
H -4.11024 2.00476 2.60134 -0.1 -0.1 0.1 0.4870
H -0.02455 0.39059 8.24817 0.0 0.0 0.0 0.3797
C -1.27710 0.54462 -1.26380 0.6 -0.4 0.3 1.2919
H 4.25467 0.83392 -1.13324 0.4 -0.1 0.0 -0.1871
H -1.70222 -1.07618 -8.99754 0.0 0.0 0.0 0.3753
O 1.22433 -1.68497 -1.90534 0.1 -0.5 0.4 -0.2024
H 0.36557 1.71219 3.85889 0.0 -0.1 0.2 0.0393
C -1.05288 -2.28898 -1.91849 -0.5 0.0 -1.3 0.0876
N -1.20353 -1.02872 0.59615 -0.4 -1.5 -1.0 0.3463
H 2.95470 0.87115 2.50355 0.0 0.1 -0.1 0.8386
C -2.94138 -7.58649 -1.25138 -0.6 0.2 -0.1 0.7825
C -1.61159 0.55579 6.81277 0.0 0.0 0.0 -0.0215
H 1.48024 6.51880 -2.31372 0.0 0.0 0.0 0.4158
C 1.28683 1.14972 -7.98816 0.0 0.0 0.0 -0.5596
H -1.54648 0.41487 10.19293 0.0 0.0 0.0 0.3730
H -1.43920 -8.33726 -2.56382 -0.1 0.0 0.0 0.3622
H -0.93806 -4.11475 0.01276 -0.3 0.0 0.1 -1.4515
H -2.87347 -5.67249 0.23472 0.0 -0.1 0.0 0.4717
C -3.66309 -2.92811 1.29486 -0.3 0.1 -0.4 -1.4814
C 6.18704 1.76129 -0.98591 -0.1 -0.1 0.0 -0.3572
H -0.12091 -3.70475 2.03420 0.0 -0.2 0.1 0.3364
C -1.94871 0.48370 9.19075 0.0 0.0 0.0 -0.4164
H 4.56422 3.63358 -1.61528 -0.1 0.1 0.0 0.3120
C 5.09581 1.24579 -1.67477 0.5 -0.3 0.0 0.1225
H 1.73240 0.75123 -3.66879 0.7 0.3 -0.2 0.2411
H 1.45943 -1.25752 4.79766 -0.2 0.2 -0.1 0.5147
H -3.76852 0.51404 -1.05404 -0.1 -0.3 -0.2 0.8579
H -3.39117 -4.52272 -1.03243 -0.2 0.0 0.3 0.1135
H 2.08345 2.12966 4.23514 -0.2 -0.2 0.3 0.4497
C 0.30650 4.33012 1.54456 -0.2 0.2 -0.1 -0.9040
C -3.31959 0.58765 8.99937 0.0 0.0 0.0 -0.4215
H -2.56629 5.84268 3.63470 0.0 0.0 0.0 0.4314
C -2.98231 0.66389 6.62202 0.0 0.0 -0.1 -0.2364
C 2.55306 2.89513 -1.52634 0.8 1.0 0.1 1.8030
H -0.84623 0.63167 -10.56484 0.0 0.0 0.0 0.3686
H 2.12717 1.77192 -7.70726 0.0 0.0 0.0 0.3914
H -4.48792 -2.50540 1.87318 0.0 0.1 0.0 0.4628
H -1.84731 -0.11337 3.29535 0.0 0.1 0.3 0.1348
C 1.86630 -1.65598 3.86664 1.1 0.1 -0.5 -0.8834
H 3.73001 -1.44856 4.95936 0.0 0.0 0.0 0.3535
H -0.63987 -3.03891 3.58924 0.1 0.1 0.0 0.3261
C 0.80812 0.18676 -7.10985 -0.1 0.0 0.0 0.2059
H -0.56989 -5.49989 -0.96927 0.1 0.0 0.1 0.6073
C -2.65311 -5.27466 -0.75416 -0.3 0.4 -0.6 -0.9827
H -0.28562 -0.46019 -3.82751 -0.5 0.2 0.3 0.0521
C -0.98630 -3.39872 2.62311 0.2 0.3 -0.5 -1.7442
C 1.78021 5.50236 -2.09570 0.0 0.0 0.0 -0.9128
H 2.53602 -3.30112 1.81524 -0.4 -0.1 -0.2 0.1541
C -0.38468 0.50835 -9.59372 0.0 0.0 0.0 -0.3895
H 8.10822 2.67481 -3.61961 0.0 0.0 0.0 0.3898
O -2.76932 -6.29639 -1.75850 0.5 -0.6 0.5 -0.3297
H 0.58008 -2.31469 -5.16667 0.2 -0.3 0.0 0.3241
S -5.41728 2.63053 0.65795 -0.7 0.0 -0.3 -0.2109
H -3.98525 0.59612 9.85239 0.0 0.0 0.0 0.3696
Si -2.08965 -2.07666 1.84111 -0.2 0.1 2.0 1.9859
O -3.93897 -7.89411 -0.66447 0.5 0.3 0.0 -0.5213
C -1.76140 5.41767 3.04880 0.0 0.0 0.0 -0.6228
H -0.94570 0.54076 5.95707 0.0 0.0 0.0 0.3440
H 1.26333 0.86332 -0.71096 0.3 0.0 0.4 -0.9672
C -3.35351 0.03836 -0.16615 -0.4 0.2 0.2 -1.5655
C 7.26121 2.27734 -3.07563 0.0 0.1 0.0 -0.4037
H 1.11078 3.90722 0.95650 0.0 0.1 -0.1 0.6297
H -0.14277 -4.02436 -2.58745 -0.1 -0.1 -0.4 0.6149
H 3.88688 -0.94621 3.28658 0.0 -0.1 -0.1 0.2837
H -0.38271 0.88958 -0.75651 -0.4 0.0 0.3 -1.5575
H 6.19753 1.75547 0.09691 0.0 0.0 0.0 0.4015
H -3.38316 0.73526 5.61814 0.0 0.0 0.0 0.3466
H 1.28192 0.05623 -6.14159 0.0 0.0 0.0 0.2898
H -0.24185 6.59031 4.00499 0.0 0.0 0.0 0.4067
H 0.45263 2.44569 -1.50653 0.0 0.3 0.0 -0.2090
P -0.90267 -1.71281 -3.75511 1.0 -0.6 -1.2 0.2736
C -3.83698 0.68151 7.71479 0.0 0.0 0.0 -0.5399
H -5.35922 3.80443 1.29773 0.2 -0.2 0.3 0.1874
C -0.86511 -0.45141 -8.71406 0.0 0.1 0.0 -0.6730
H -0.23124 4.76488 -2.02051 0.0 0.0 0.0 0.4608
H 6.16927 1.76009 -4.84744 0.0 0.0 0.0 0.4399
H -4.90559 0.76799 7.56631 0.0 0.0 0.0 0.3834
C -0.99991 3.90790 1.33940 0.1 0.0 0.0 0.2653
C 3.12756 5.18408 -1.98266 0.0 0.0 0.0 -0.7323
C -1.10957 -3.79971 -2.14167 0.1 -0.2 1.1 -1.8716
C -0.27070 -0.61062 -7.46933 0.0 0.0 0.0 -0.3756
C -1.66298 1.18405 -2.34391 -0.5 0.0 -0.3 -0.9544
C 3.41153 -1.66840 3.94069 -0.3 -0.2 0.6 -1.2622
H -3.56756 -0.58725 3.18989 0.0 0.2 0.0 0.3790
H 1.05963 2.06169 -9.91504 0.0 0.0 0.0 0.3698
H -2.09595 -9.52904 -1.42379 0.1 0.0 0.2 0.3471
C -4.37553 1.52372 1.66532 0.4 0.3 -0.6 -1.6296
C -3.12546 1.18472 0.84235 0.0 0.1 -0.2 -0.1104
H -1.13140 2.04773 -2.71812 0.0 -0.1 -0.1 0.4455
P 1.02285 -0.64550 2.59015 -2.3 0.7 0.7 0.6364
H -4.96795 0.62849 1.82958 -0.1 0.0 0.3 0.6241
C -0.45488 5.83927 3.25556 0.1 0.0 0.0 -0.6252
H -3.05475 4.12322 1.92915 0.0 0.0 0.0 0.1680
C -1.09386 0.46897 8.09743 0.0 0.0 0.0 -0.5344
C 6.17317 1.76293 -3.76504 -0.1 0.0 0.1 -0.8495
N 0.12680 -1.96567 -1.08784 -0.3 1.4 -0.4 1.0033
H 3.71215 -0.55375 0.81538 0.4 0.0 -0.1 0.1075
H -2.24064 1.01078 1.45378 -0.1 -0.1 0.2 -0.0370
C 0.00509 -1.49257 0.17311 0.2 0.1 0.8 -1.8985
H -4.12038 -0.67002 0.14668 0.3 -0.2 0.3 0.6011
C 0.81899 4.51768 -1.92920 -0.2 0.0 -0.1 -0.0917
H -1.90104 -4.05630 -2.84506 0.1 0.1 -0.2 0.8036
H -3.63011 -3.98326 1.56384 0.1 0.0 0.0 0.5176
C 0.57836 5.29742 2.50248 -0.1 0.1 0.0 -0.1478
H 8.11526 2.68496 -1.15095 0.0 0.0 0.0 0.3944
H 1.22620 2.94282 2.96035 0.0 -0.3 0.3 -0.0274
H -2.49538 -1.49881 4.21678 0.1 0.0 0.0 0.6318
B 1.73792 -0.38694 -2.16027 0.2 0.2 -0.2 0.5567
H 2.85937 1.87932 -1.30152 0.3 2.1 -0.3 -0.7434
O 2.04513 -0.14140 -3.46650 -0.6 -0.4 0.3 -0.6327
C 3.51430 3.88188 -1.70004 -0.2 0.5 0.0 -0.5288
H -0.64308 -1.36052 -6.78562 0.0 -0.1 0.0 0.4461
H -2.91689 2.07423 0.25078 0.2 0.0 0.1 0.6541
H -1.60322 -4.27379 2.82791 0.0 -0.1 -0.2 0.6795
H 3.87692 5.95305 -2.11680 0.0 0.0 0.0 0.4577
C -2.03239 -0.60017 -0.57797 0.2 0.6 -0.1 1.0678
C -2.03539 4.45378 2.08849 0.1 -0.1 0.0 -0.3640
N -0.21984 -2.74579 -4.71316 -0.2 0.3 0.3 -0.9061
H -2.56102 0.86860 -2.86572 0.0 0.1 -0.1 0.3306
C -1.78977 -8.49585 -1.54387 0.0 0.1 -0.5 -1.0470
O -2.25233 -1.74130 -1.39687 0.2 0.1 0.4 -0.2578
H 1.59648 5.62790 2.66311 0.0 0.0 0.0 0.4345
C 1.87073 0.97124 2.41685 0.6 -0.4 -0.1 1.0503
H 1.67467 1.34785 1.41153 -0.1 -0.1 -0.1 -1.3945
C 7.26616 2.28060 -1.68665 0.0 0.0 0.0 -0.6418
H 1.46400 -2.66408 3.78875 -0.1 0.0 0.0 0.3741
N 3.85719 -1.55266 0.73808 -0.7 0.2 -0.1 -0.6465
O 2.02519 0.57613 -1.22111 -2.0 -3.5 0.2 1.0288
H 2.39613 -3.19959 -0.39499 -0.5 -0.1 0.1 -0.0426
H 4.24284 0.84780 -3.59428 0.0 0.0 -0.1 0.5102
H -3.95578 -2.87157 0.24966 0.1 0.0 0.0 0.2483
C 0.68830 1.31122 -9.22946 0.0 0.0 0.0 -0.4138
C 5.08871 1.25230 -3.06206 0.2 -0.1 0.0 0.0778
H 3.77568 -2.67175 3.73136 0.2 0.1 -0.3 0.4086
C 1.34095 1.97891 3.45619 0.4 0.1 -0.4 -0.9358
H -0.94917 -8.24595 -0.89526 -0.1 -0.1 0.1 0.2356
```
Positions in Å, forces in eV/Å.

***

2.
C50H79N11O4 | ωB97M-V/def2-TZVPD

Results
relative energy (zero: lowest compared OMol25 entry of this formula, charge and spin) = 1255.7 kcal per mole
largest force on an atom = 0.2165 Eh/bohr
net charge = -2
DFT total energy = -2853.733732 Eh
frontier orbital gap = 6.42 eV
LUMO level = 2.63 eV

XYZ file:
```
144
Properties=species:S:1:pos:R:3:forces:R:3:mulliken_charge:R:1
C -1.57115 -1.07693 -3.60848 1.6 -0.4 -1.5 -0.5800
H 0.98010 5.94272 -1.68515 0.4 -0.1 0.0 0.3910
H -1.97416 -0.79491 0.64929 -2.7 -0.9 -3.2 -0.2399
H -1.31295 -2.08405 -3.93582 -0.5 0.1 -0.3 0.2971
H -0.62322 -4.96738 2.86473 -0.7 -0.1 1.0 0.3830
N -3.16675 4.80302 -1.59142 0.1 -2.5 0.0 -0.9516
C 0.64462 -4.09961 1.18413 3.5 -2.5 -0.2 -0.5301
N 5.31097 0.75157 2.23165 0.0 0.0 0.0 -0.8879
C 0.62830 -0.07809 -4.65450 0.0 -4.9 -0.8 -0.3658
H -0.75261 2.92770 -0.45453 -1.6 2.5 1.6 0.4608
C 1.01853 2.40067 -1.55817 1.8 5.0 -0.7 2.2658
H 1.90641 3.91777 -0.24360 0.2 -0.3 -0.9 0.2125
C 1.79834 -0.95442 -0.71022 2.7 -2.1 -1.9 1.1928
H -1.85802 0.07026 3.34546 0.2 0.6 2.1 0.8289
C -0.48993 2.84288 2.90105 0.6 2.7 1.7 0.1058
H -1.23935 2.20130 4.53264 -0.9 -2.1 1.3 0.4313
H 0.23137 -1.72310 -2.76221 0.3 -3.0 0.5 -0.8883
H -4.45398 -2.02663 -2.06333 0.2 -0.4 -0.4 0.5538
H 0.02852 1.75981 1.18378 -2.5 1.6 0.8 -2.4043
H -0.30815 5.19061 1.54753 0.0 -0.1 0.3 0.4729
H -1.71454 -1.79783 -1.39350 1.5 -1.3 0.7 -2.0916
H 2.35793 -0.35320 2.11149 0.5 0.8 0.3 0.1151
H -3.72454 0.14618 -1.77129 -0.4 -0.7 0.3 0.2573
H -0.39602 5.50676 -0.15990 -0.3 0.0 1.5 0.5011
H 2.47358 1.93315 -2.61648 2.4 -0.4 -0.9 -0.0298
H 0.90031 -3.91991 3.37842 0.1 -0.6 0.1 0.4865
C -3.09106 3.63497 -1.53661 -0.5 2.3 -0.4 -0.3256
C -3.60715 0.28383 1.20219 -4.1 1.6 1.8 1.0667
N -4.42239 0.62565 2.00313 3.3 -0.8 -2.9 -1.2263
C 2.12409 -5.54943 2.62416 -0.2 1.1 0.6 -1.5710
H 1.43354 0.61075 -4.39915 1.1 -2.5 -1.1 -0.3812
N 2.46822 -3.66175 -1.52185 -1.6 -0.5 -0.9 -0.9209
H -2.70345 1.93027 -0.40461 -1.1 0.9 -0.7 0.8018
H -0.94291 2.27868 -2.16944 -1.9 0.9 -2.5 1.1437
H 1.16930 0.57706 -2.10601 -1.3 -1.9 1.8 -1.4005
H 3.04313 2.74461 3.11975 0.4 -0.6 -0.2 0.4717
H 0.05673 2.43341 -1.04635 3.2 0.2 -1.6 -1.0612
N 4.87704 0.40567 -4.10763 1.0 -0.3 -0.9 -0.8922
C -0.94139 -2.92770 2.40333 -6.6 0.4 3.0 0.9271
C -2.97140 2.16707 -1.43429 0.0 1.6 -1.2 0.4302
C 1.52437 -1.69451 0.62020 4.2 -3.2 -0.3 1.2410
C -1.46718 -3.65484 -0.40073 -0.2 0.9 -1.8 -2.1674
H 2.53984 3.83494 -1.84811 0.3 0.4 -0.1 0.9928
H -2.04916 0.82725 0.04039 -1.0 -1.7 -0.1 -0.5394
H 2.64086 1.33510 -0.34349 1.7 0.0 -1.1 -3.1730
C -1.16404 1.24056 5.04196 -1.2 -2.1 0.9 -2.0421
H -2.29199 -0.71900 -1.85588 -1.6 2.1 3.6 -1.0045
H -1.30012 1.54924 -4.48868 -1.2 0.3 0.3 0.0971
H -2.19551 -4.70958 2.19660 -0.1 0.4 0.2 0.2072
C 1.47959 0.07799 4.00678 -1.2 -1.5 1.0 0.1314
C -1.46493 -4.27497 2.87885 -0.4 -0.1 0.5 -1.7510
C 2.80801 0.42561 1.49587 0.5 0.2 1.0 0.8492
C -1.83159 1.67995 -2.36912 -3.4 1.3 -4.8 1.4171
H -1.59980 1.69272 1.54611 -0.2 1.6 0.1 -0.4812
C -2.01209 -1.78208 2.59710 -2.4 -6.5 1.2 0.3866
H 2.79806 -5.63854 1.77216 0.0 -0.7 0.1 0.3780
H 2.80330 -0.04362 0.51204 0.4 0.4 1.4 0.0537
C -0.13705 0.50805 -5.73498 -0.3 -0.7 -2.0 0.1205
H 2.25061 0.18384 -2.46651 2.6 0.4 -1.2 0.3203
H -1.62000 -0.82849 2.24353 -1.0 -2.2 1.7 -1.4569
C -2.63359 -0.08653 0.14784 -3.6 -0.9 -2.3 1.0429
H 5.02344 2.14545 0.14923 0.1 -0.1 0.0 0.4521
H 1.63489 3.54678 2.68654 -0.2 -0.4 0.0 0.4923
H 0.30078 -1.83914 2.33146 1.9 -1.3 -3.4 0.1514
O 2.76738 -1.27166 -1.47914 -1.3 -0.3 2.5 -0.5425
C -0.22515 -0.30714 -3.39942 -1.8 1.1 -2.0 0.5883
H 1.03032 1.58350 1.02570 3.0 -0.5 0.3 0.8968
C -0.32231 -5.15905 0.95623 -1.9 -6.2 0.4 0.0058
C -3.24164 -2.01385 1.82398 0.0 -1.6 0.2 -1.2433
C 0.10853 -2.65785 -2.21517 0.6 -1.9 1.9 0.2105
H -3.33918 -2.80431 -0.86044 -0.3 0.6 -0.6 0.0399
H -3.00989 1.05965 -4.05085 0.0 0.2 -0.5 0.2007
H -2.11159 -4.18573 -1.10144 0.2 -0.3 -0.1 0.1172
H -2.32865 -1.76842 3.64003 -0.3 -0.3 -0.4 1.8613
C -3.16739 -0.60832 -1.21594 -0.5 1.0 1.6 0.1165
C 0.65841 4.91519 -1.85489 0.0 -0.7 -0.3 -1.2179
C -0.39473 -0.21316 1.03264 3.9 -1.0 -3.1 0.5638
H 1.37331 -6.33208 2.73326 0.0 -0.2 -0.6 0.2882
H 0.91435 4.49238 0.46511 -1.2 0.8 1.0 0.1144
C -0.78613 2.41587 1.49044 -0.9 1.6 1.9 2.4058
H -0.30593 1.24800 5.71403 0.0 0.2 0.1 0.3765
H 2.66236 -5.60152 3.57055 0.5 0.1 -0.1 0.4753
C -0.14245 4.73790 0.56993 -0.7 0.6 2.5 -2.0965
C 3.50792 1.10794 -0.96373 1.1 0.0 -1.5 0.6466
C 0.49635 -1.32043 1.40460 -1.7 3.4 -4.7 -1.5724
H -3.93349 1.73482 -1.70934 0.0 0.4 0.2 1.1751
H -1.96020 -4.27030 3.84982 0.3 0.4 0.4 0.5311
H 1.05672 -1.03367 -4.95688 -0.2 -0.6 -0.4 0.4448
H -2.04377 3.78103 0.35901 0.2 -0.1 0.5 1.0454
C 4.21802 0.60381 1.91094 -0.7 -0.2 0.1 -0.7712
H 0.16740 -3.12285 1.10465 5.0 -2.7 -2.3 -1.8170
C 2.02047 1.77266 1.44033 2.0 -0.4 0.8 1.6716
N 2.43587 0.11970 4.63605 0.7 -0.2 0.6 -0.9476
H -0.45268 0.68895 -3.01977 0.2 -2.2 -1.1 -1.4886
H 5.44505 1.76373 -1.51170 0.1 0.3 -0.1 0.4489
C 1.00837 0.05425 -1.17479 -4.6 -0.2 4.3 1.2859
C -1.07183 -0.00957 4.09621 0.9 2.8 1.6 -0.3622
N -1.10394 -6.03969 0.74269 3.6 1.9 1.1 -0.9188
H 1.56337 1.90119 3.54486 0.5 1.5 -0.4 0.5724
H 0.44522 -0.64549 -2.60934 -1.0 0.8 -1.4 0.3321
H -0.67131 -4.35078 -0.13548 -1.5 1.8 -2.7 0.4040
C 1.48726 -4.14556 2.48809 -0.5 -2.5 1.8 -0.7458
H -0.33831 -3.40240 -2.87401 0.1 -0.2 0.1 0.6246
H -0.64887 -2.98311 1.35478 -5.6 1.4 3.1 -2.7114
C -0.88459 -2.38940 -1.00705 0.2 -0.7 -1.1 3.9870
C 4.63547 2.10911 -0.86873 0.0 0.2 0.7 -1.7416
H 4.32150 3.12901 -1.09082 0.1 0.0 -0.4 0.2063
H -1.50284 0.66172 -2.16123 -2.3 1.2 -0.8 -0.7143
C -3.89656 -1.90848 -1.13412 -1.6 0.2 -1.6 -1.7294
C 1.60621 3.81169 -1.28607 1.0 -0.1 -2.9 -1.8157
O -1.37056 0.12844 1.69821 5.9 5.0 -0.3 -0.0119
C 0.24118 -0.03046 3.24187 -0.4 3.0 5.9 0.9928
H -0.29263 4.84571 -1.32688 0.4 -0.4 -1.9 -0.0289
H 0.44248 4.78555 -2.91539 0.5 -0.2 -0.1 0.3325
C 1.46140 -3.17322 -1.83182 -0.2 -2.1 -0.2 -0.2882
C 2.02627 2.53456 2.78811 1.3 0.0 -1.1 -2.0550
H 0.21256 -0.94932 2.65622 0.4 4.2 3.9 -1.1758
C -2.18572 1.75393 -3.88707 -0.9 0.9 1.6 -1.7641
H 0.24544 0.90628 2.68457 0.3 -1.0 0.3 -0.3715
H -2.13663 -1.12639 -2.67795 0.9 -1.4 -4.0 -0.0990
C 2.98016 0.99138 -2.40540 3.4 0.2 -1.2 1.6106
N -4.16075 -2.17194 1.13577 0.2 -1.3 4.7 -0.7339
N -0.76942 0.92463 -6.60803 0.6 -0.4 0.4 -0.8392
H 3.85527 0.12873 -0.63417 0.6 0.5 -0.7 1.3628
H -2.22050 -0.60160 -4.34368 0.4 -0.2 -0.1 0.6396
C 4.05457 0.66770 -3.36377 -1.4 0.7 1.1 0.2115
C -1.00153 3.47633 0.45384 0.1 2.1 0.1 0.0335
N 0.66935 1.74742 -4.07810 0.6 10.3 3.8 -0.7880
H -2.07807 1.17675 5.63237 -0.1 -0.4 0.4 0.5374
H -2.08032 -3.45016 0.47692 0.1 -0.2 -0.4 0.4430
N -0.18440 3.18064 3.99639 -0.9 1.2 -5.3 -0.8080
H -0.42856 -1.78162 -0.22557 -0.5 -1.0 -1.3 1.1124
C 0.83251 2.07648 -2.96540 -1.0 2.8 -2.0 0.7985
H 2.46725 2.35039 0.63119 0.2 0.6 1.0 0.3066
C -0.10466 0.51210 -0.40778 1.3 -3.4 0.5 3.1445
H -0.06111 -2.64257 2.97946 -1.3 -1.6 1.2 1.2967
O 2.24756 -2.69810 1.03646 1.2 7.8 -5.0 -0.7439
O -0.83056 1.40699 -0.85638 2.5 -6.3 8.9 -0.8079
H 2.21830 -3.34037 2.41495 -0.3 -1.4 1.1 0.3186
H 1.64431 1.56257 -1.25144 -1.1 2.9 1.1 -0.5397
H -1.18014 -0.97587 4.58877 0.2 0.5 0.6 0.6375
H -2.51955 2.77773 -4.05587 -0.1 0.1 -0.5 0.5872
H 1.36155 -4.16413 0.36562 -0.2 -0.8 0.0 2.2222
H -4.62474 -1.82340 -0.32751 -0.3 0.1 -1.6 0.4995
```
Positions in Å, forces in eV/Å.

***

no.,E_HOMO (eV)
1,-10.969
2,-3.792